One molecule with the formula C4H4OS. Source: the Open Molecules 2025 dataset; level of theory: ωB97M-V with the def2-TZVPD basis set.

XYZ file:
```
10
C4H4OS ωB97M-V with the def2-TZVPD basis set
C 0.614 0.024 -0.155
C -0.166 -1.110 -0.120
C -1.408 -0.702 0.075
C -0.233 1.093 -0.120
H 2.585 1.302 0.833
H 0.060 -2.086 -0.250
H -2.344 -1.086 0.245
H -0.023 2.036 -0.383
O -1.526 0.627 -0.061
S 2.441 -0.099 -0.065
```

Summary:
**Orbital gap**: 8.757 eV
**2S+1**: 1
**LUMO level**: 0.176 eV
**Electronic energy**: -17092.886 eV